{
  "formula": "C9H14",
  "method": "wB97M-V/def2-TZVPD",
  "fmax_ev_per_a": 8.0,
  "gap_ev": 9.57,
  "spin_multiplicity": 1,
  "relative_energy_kj_mol": 263.55,
  "e_lumo_ev": 1.0,
  "smiles": "Cc1ccccc1.CC",
  "elements": ["C", "C", "C", "C", "C", "C", "C", "C", "C", "H", "H", "H", "H", "H", "H", "H", "H", "H", "H", "H", "H", "H", "H"],
  "coordinates": [[-0.603, -0.157, -0.109], [-0.390, 1.782, -1.975], [-1.730, 0.439, -0.476], [0.717, 0.913, -1.850], [-2.859, 2.217, -1.813], [-1.713, 1.437, -1.464], [2.023, -1.280, 2.761], [0.663, -0.041, -0.818], [2.103, -2.690, 2.023], [2.088, -0.317, 2.191], [1.520, 0.857, -2.494], [2.877, -3.213, 1.886], [-2.611, 3.265, -1.993], [-3.222, 1.895, -2.861], [1.539, -3.268, 2.717], [1.419, -0.721, -0.631], [2.769, -1.293, 3.569], [1.719, -2.555, 1.030], [-2.857, 0.064, -0.133], [-0.631, -0.798, 0.845], [-0.128, 2.633, -2.534], [-3.643, 2.110, -1.052], [0.952, -1.280, 3.181]]
}

---

{
  "formula": "C9H14",
  "method": "wB97M-V/def2-TZVPD",
  "fmax_ev_per_a": 2.5,
  "gap_ev": 10.04,
  "spin_multiplicity": 1,
  "relative_energy_kj_mol": 100.19,
  "e_lumo_ev": 1.1,
  "smiles": "Cc1ccccc1.CC",
  "elements": ["C", "C", "C", "C", "C", "C", "C", "C", "C", "H", "H", "H", "H", "H", "H", "H", "H", "H", "H", "H", "H", "H", "H"],
  "coordinates": [[2.296, -1.685, -0.567], [-0.068, 0.864, -0.702], [-2.760, -1.083, 1.078], [-1.516, 2.440, 0.364], [-0.345, 2.182, -0.332], [-0.951, -0.159, -0.329], [-2.017, 0.092, 0.532], [-2.225, 1.387, 0.974], [3.378, -0.549, -0.691], [-2.050, -1.801, 1.498], [-3.295, -1.542, 0.242], [-3.491, -0.871, 1.861], [0.392, 2.923, -0.611], [1.365, -1.397, -1.026], [-0.730, -1.143, -0.720], [0.771, 0.531, -1.284], [4.359, -0.898, -0.991], [2.229, -2.040, 0.454], [2.729, -2.434, -1.231], [-1.900, 3.442, 0.511], [2.967, 0.282, -1.257], [-2.689, 1.606, 1.919], [3.552, -0.145, 0.311]]
}

---

{
  "formula": "C9H14",
  "method": "wB97M-V/def2-TZVPD",
  "fmax_ev_per_a": 1.9,
  "gap_ev": 9.92,
  "spin_multiplicity": 1,
  "relative_energy_kj_mol": 55.02,
  "e_lumo_ev": 1.0,
  "smiles": "Cc1ccccc1.CC",
  "elements": ["C", "C", "C", "C", "C", "C", "C", "C", "C", "H", "H", "H", "H", "H", "H", "H", "H", "H", "H", "H", "H", "H", "H"],
  "coordinates": [[-1.645, -0.919, 1.741], [-0.626, -0.105, -0.447], [-1.908, -1.981, 2.590], [-0.251, -3.330, 1.481], [-1.128, -3.133, 2.539], [-0.102, -2.339, 0.517], [0.925, 3.336, -2.340], [-0.750, -1.108, 0.692], [2.286, 2.859, -1.849], [-2.140, 0.040, 1.792], [0.748, 4.376, -2.037], [-0.719, -0.558, -1.433], [2.275, 2.582, -0.796], [0.085, 2.750, -1.962], [-1.331, 0.713, -0.377], [0.429, 0.180, -0.418], [2.647, 2.028, -2.452], [-1.321, -3.885, 3.293], [0.896, 3.366, -3.432], [0.788, -2.365, -0.106], [-2.591, -1.921, 3.430], [3.050, 3.624, -1.956], [0.381, -4.212, 1.530]]
}

---

{
  "formula": "C9H14",
  "method": "wB97M-V/def2-TZVPD",
  "fmax_ev_per_a": 2.7,
  "gap_ev": 10.12,
  "spin_multiplicity": 1,
  "relative_energy_kj_mol": 76.21,
  "e_lumo_ev": 1.0,
  "smiles": "Cc1ccccc1.CC",
  "elements": ["C", "C", "C", "C", "C", "C", "C", "C", "C", "H", "H", "H", "H", "H", "H", "H", "H", "H", "H", "H", "H", "H", "H"],
  "coordinates": [[1.317, -0.785, -0.870], [0.157, -2.671, 0.108], [-0.427, 4.211, -0.461], [0.827, -2.466, 1.306], [1.846, -1.505, 1.315], [-0.895, -3.747, 0.121], [2.100, -0.647, 0.267], [0.335, -1.780, -0.928], [-1.934, 3.773, -0.418], [0.625, -2.894, 2.274], [-0.236, -1.870, -1.837], [0.131, 3.421, 0.085], [-1.802, -3.385, -0.359], [-0.503, -4.667, -0.267], [1.420, -0.115, -1.689], [2.490, -1.410, 2.183], [-1.898, 2.681, -0.345], [-0.258, 5.135, 0.150], [2.939, 0.011, 0.306], [-2.349, 4.091, 0.533], [-0.067, 4.264, -1.488], [-1.270, -3.888, 1.227], [-2.549, 4.243, -1.211]]
}

---

{
  "formula": "C9H14",
  "method": "wB97M-V/def2-TZVPD",
  "fmax_ev_per_a": 5.4,
  "gap_ev": 9.84,
  "spin_multiplicity": 1,
  "relative_energy_kj_mol": 203.70,
  "e_lumo_ev": 1.0,
  "smiles": "Cc1ccccc1.CC",
  "elements": ["C", "C", "C", "C", "C", "C", "C", "C", "C", "H", "H", "H", "H", "H", "H", "H", "H", "H", "H", "H", "H", "H", "H"],
  "coordinates": [[-2.173, 0.516, 2.189], [-1.046, 1.836, 0.386], [-0.602, 0.594, -1.756], [-1.815, -0.442, 0.056], [-1.118, 0.646, -0.384], [3.064, -1.096, -1.159], [-2.396, -0.483, 1.330], [-1.514, 1.729, 1.698], [2.248, -1.414, 0.127], [-1.917, -1.274, -0.578], [4.179, -0.847, -0.990], [2.719, -0.189, -1.682], [-0.419, 2.647, 0.046], [-2.364, 0.566, 3.247], [-3.105, -1.206, 1.511], [2.970, -1.909, 0.890], [-1.299, 1.290, -2.352], [-0.355, -0.397, -2.242], [1.242, -1.925, 0.133], [1.840, -0.445, 0.809], [3.135, -1.825, -1.821], [0.271, 1.127, -1.880], [-1.544, 2.501, 2.423]]
}

---

{
  "formula": "C9H14",
  "method": "wB97M-V/def2-TZVPD",
  "fmax_ev_per_a": 3.1,
  "gap_ev": 10.07,
  "spin_multiplicity": 1,
  "relative_energy_kj_mol": 84.14,
  "e_lumo_ev": 1.0,
  "smiles": "Cc1ccccc1.CC",
  "elements": ["C", "C", "C", "C", "C", "C", "C", "C", "C", "H", "H", "H", "H", "H", "H", "H", "H", "H", "H", "H", "H", "H", "H"],
  "coordinates": [[-0.229, 2.264, 2.465], [1.165, -1.549, -1.112], [1.556, 0.908, -1.084], [-1.563, -1.263, -1.614], [0.380, -2.655, -1.194], [-0.480, 0.747, 2.293], [-0.980, -2.495, -1.564], [0.572, -0.238, -1.159], [-0.728, -0.116, -1.497], [-1.245, 0.842, -1.460], [-0.476, 2.523, 3.497], [-0.968, 0.662, 1.319], [2.017, 1.131, -0.113], [-1.626, -3.340, -1.782], [0.737, -3.655, -1.013], [-2.625, -1.171, -1.762], [-0.906, 2.898, 1.890], [0.771, 2.662, 2.309], [0.978, 1.843, -1.033], [2.222, -1.513, -0.874], [2.265, 0.909, -1.897], [0.403, 0.121, 2.358], [-1.240, 0.484, 3.024]]
}

---

{
  "formula": "C9H14",
  "method": "wB97M-V/def2-TZVPD",
  "fmax_ev_per_a": 2.6,
  "gap_ev": 10.07,
  "spin_multiplicity": 1,
  "relative_energy_kj_mol": 65.05,
  "e_lumo_ev": 1.0,
  "smiles": "Cc1ccccc1.CC",
  "elements": ["C", "C", "C", "C", "C", "C", "C", "C", "C", "H", "H", "H", "H", "H", "H", "H", "H", "H", "H", "H", "H", "H", "H"],
  "coordinates": [[0.801, -0.445, 1.225], [1.880, 0.119, 2.142], [-0.144, -0.824, -0.959], [-0.764, 2.785, -2.547], [-0.755, -2.299, 0.813], [-0.900, 2.604, -1.031], [-0.770, -1.957, -0.562], [0.708, -0.075, -0.095], [0.060, -1.568, 1.658], [0.083, -1.864, 2.705], [1.829, 1.205, 2.240], [-1.515, 1.752, -0.771], [-0.367, 3.763, -2.827], [-0.123, 2.069, -3.041], [-0.130, -0.498, -1.985], [-1.754, 2.622, -2.982], [-1.496, -2.936, 1.257], [-1.391, 3.486, -0.601], [1.805, -0.388, 3.101], [0.083, 2.645, -0.563], [2.820, -0.090, 1.636], [1.102, 0.828, -0.535], [-1.409, -2.613, -1.140]]
}

---

{
  "formula": "C9H14",
  "method": "wB97M-V/def2-TZVPD",
  "fmax_ev_per_a": 2.1,
  "gap_ev": 9.92,
  "spin_multiplicity": 1,
  "relative_energy_kj_mol": 76.91,
  "e_lumo_ev": 1.0,
  "smiles": "Cc1ccccc1.CC",
  "elements": ["C", "C", "C", "C", "C", "C", "C", "C", "C", "H", "H", "H", "H", "H", "H", "H", "H", "H", "H", "H", "H", "H", "H"],
  "coordinates": [[0.276, 1.234, -0.650], [-2.425, -1.728, -2.389], [0.211, -0.024, 1.406], [1.351, 0.707, 1.844], [1.521, 1.681, -0.337], [-0.419, 0.385, 0.253], [-0.431, -1.051, 2.290], [1.988, 1.567, 0.986], [-0.926, -1.482, -2.466], [-2.996, -0.907, -1.945], [2.943, 1.990, 1.270], [-0.160, 1.502, -1.604], [-1.319, -0.046, -0.165], [-0.995, -1.828, 1.777], [-0.615, -0.515, -2.844], [2.122, 2.323, -0.976], [-2.920, -1.877, -3.351], [1.581, 0.760, 2.903], [-0.491, -1.844, -1.538], [-0.439, -2.199, -3.134], [-1.084, -0.528, 2.997], [-2.650, -2.595, -1.762], [0.261, -1.582, 2.949]]
}

---

{
  "formula": "C9H14",
  "method": "wB97M-V/def2-TZVPD",
  "fmax_ev_per_a": 1.8,
  "gap_ev": 10.07,
  "spin_multiplicity": 1,
  "relative_energy_kj_mol": 42.66,
  "e_lumo_ev": 1.0,
  "smiles": "Cc1ccccc1.CC",
  "elements": ["C", "C", "C", "C", "C", "C", "C", "C", "C", "H", "H", "H", "H", "H", "H", "H", "H", "H", "H", "H", "H", "H", "H"],
  "coordinates": [[0.486, -1.225, -1.858], [-0.853, -1.600, -1.867], [-0.719, 0.422, 3.515], [0.845, 0.095, -1.644], [-1.484, 0.620, -1.241], [-0.166, 1.006, -1.286], [0.030, -0.003, 2.258], [2.289, 0.454, -1.484], [-1.840, -0.675, -1.587], [2.658, 1.478, -1.570], [-1.420, 1.242, 3.360], [-0.605, 0.061, 1.381], [-1.249, -0.434, 3.931], [1.318, -1.873, -2.098], [-0.011, 0.756, 4.279], [0.639, -0.895, 2.367], [2.894, -0.088, -2.205], [0.098, 2.029, -1.035], [0.825, 0.728, 2.050], [2.614, 0.172, -0.476], [-2.866, -1.008, -1.618], [-1.204, -2.558, -2.223], [-2.280, 1.295, -0.948]]
}

---

{
  "formula": "C9H14",
  "method": "wB97M-V/def2-TZVPD",
  "fmax_ev_per_a": 4.9,
  "gap_ev": 10.06,
  "spin_multiplicity": 1,
  "relative_energy_kj_mol": 188.26,
  "e_lumo_ev": 0.9,
  "smiles": "Cc1ccccc1.CC",
  "elements": ["C", "C", "C", "C", "C", "C", "C", "C", "C", "H", "H", "H", "H", "H", "H", "H", "H", "H", "H", "H", "H", "H", "H"],
  "coordinates": [[-2.281, -1.012, -1.657], [-0.235, 1.808, 0.100], [-3.739, 0.377, -0.346], [-2.605, 1.154, 0.105], [-3.506, -0.783, -1.136], [-1.204, -0.293, -1.187], [3.943, -0.739, 1.768], [-1.305, 0.722, -0.259], [3.556, -1.077, 0.321], [-2.837, 2.032, 0.660], [0.815, 1.810, -0.158], [-4.781, 0.652, -0.092], [2.481, -0.786, 0.236], [-0.247, 1.652, 1.203], [-4.544, -1.270, -1.380], [3.345, 0.130, 2.140], [3.717, -1.576, 2.388], [-2.098, -1.973, -2.163], [-0.180, -0.402, -1.527], [3.990, -0.540, -0.491], [3.400, -2.142, 0.154], [-0.601, 2.700, -0.369], [4.915, -0.443, 1.690]]
}

---

{
  "formula": "C9H14",
  "method": "wB97M-V/def2-TZVPD",
  "fmax_ev_per_a": 5.2,
  "gap_ev": 10.21,
  "spin_multiplicity": 1,
  "relative_energy_kj_mol": 218.08,
  "e_lumo_ev": 1.0,
  "smiles": "Cc1ccccc1.CC",
  "elements": ["C", "C", "C", "C", "C", "C", "C", "C", "C", "H", "H", "H", "H", "H", "H", "H", "H", "H", "H", "H", "H", "H", "H"],
  "coordinates": [[1.856, -1.645, -0.675], [-1.686, 0.451, -1.361], [-0.661, 1.008, 1.744], [0.458, 1.534, 1.074], [-1.243, 0.395, -2.836], [-0.809, -0.432, 1.762], [1.374, 0.696, 0.381], [0.126, -1.206, 1.030], [1.134, -0.670, 0.336], [-1.410, 1.672, 2.181], [-1.778, -0.801, 2.056], [-2.073, 0.157, -3.474], [1.557, -1.464, -1.692], [-0.894, 1.475, -2.743], [1.339, -2.581, -0.489], [-1.101, 1.024, -0.543], [-0.025, -2.434, 0.807], [2.954, -1.760, -0.454], [0.473, 2.593, 0.952], [-2.594, 1.053, -1.277], [-0.297, -0.171, -2.908], [-1.706, -0.571, -0.922], [2.259, 1.026, -0.217]]
}